{"formula": "C7H9N2", "method": "wB97M-V/def2-TZVPD", "e_above_lowest_kj_mol": 387.8, "total_charge": 1, "energy_ha": -381.25601, "e_homo_ev": [-13.4321, -13.4323], "gap_ha": [0.2902, 0.2902], "multiplicity": 1, "elements": ["C", "C", "C", "C", "C", "C", "C", "N", "N", "H", "H", "H", "H", "H", "H", "H", "H", "H"], "coordinates": [[2.133, 0.874, 0.018], [3.002, -0.167, 0.055], [0.978, -0.987, -0.142], [-2.071, -0.725, 0.688], [-0.348, 1.104, -0.196], [-1.585, -1.182, -0.591], [-1.611, 0.254, -0.382], [0.872, 0.336, -0.100], [2.258, -1.314, -0.047], [2.312, 1.929, 0.049], [4.071, -0.167, 0.133], [-3.131, -0.845, 0.885], [-1.475, -0.864, 1.580], [-0.257, 1.788, -1.046], [-0.483, 1.704, 0.715], [-1.568, -1.974, -1.301], [-2.370, 0.819, -0.917], [2.636, -2.250, -0.040]], "nbo_charge": [-0.072, -0.057, 0.290, -0.489, -0.185, 0.225, -0.315, -0.377, -0.531, 0.247, 0.251, 0.276, 0.279, 0.236, 0.237, 0.252, 0.282, 0.451]}

{"formula": "C47H44N5O2Sb2Ti", "method": "wB97M-V/def2-TZVPD", "e_above_lowest_kj_mol": 53.3, "total_charge": 1, "energy_ha": -3571.34341, "e_homo_ev": [-9.3791, -9.7880], "gap_ha": [0.2494, 0.2601], "multiplicity": 3, "elements": ["Ti", "C", "C", "C", "Sb", "C", "C", "C", "C", "C", "C", "C", "C", "C", "C", "C", "C", "Sb", "C", "C", "C", "C", "C", "C", "C", "C", "C", "C", "C", "C", "H", "H", "H", "H", "H", "H", "H", "H", "H", "H", "H", "H", "H", "H", "H", "H", "H", "H", "H", "H", "H", "H", "H", "H", "H", "H", "C", "O", "C", "C", "C", "C", "C", "C", "N", "N", "C", "C", "C", "C", "O", "C", "N", "C", "C", "C", "C", "H", "H", "H", "H", "H", "H", "H", "H", "H", "H", "H", "H", "C", "C", "N", "C", "C", "N", "H", "H", "H", "H", "H", "H"], "coordinates": [[0.038, -0.299, 0.442], [-2.524, -1.264, 0.835], [-2.471, -1.762, 2.279], [-2.329, -0.597, 3.271], [-0.345, 0.280, 3.496], [-0.420, 0.170, 5.648], [0.092, 1.206, 6.423], [0.090, 1.112, 7.812], [-0.422, -0.018, 8.428], [-0.928, -1.059, 7.656], [-0.929, -0.965, 6.271], [1.058, -1.381, 3.533], [0.746, -2.723, 3.762], [1.752, -3.655, 3.977], [3.086, -3.259, 3.988], [3.409, -1.925, 3.794], [2.399, -0.996, 3.556], [-2.343, -2.842, -0.706], [-0.309, -3.464, -0.335], [0.577, -2.724, 0.444], [1.935, -3.005, 0.482], [2.429, -4.060, -0.266], [1.565, -4.823, -1.040], [0.207, -4.522, -1.080], [-3.210, -4.309, 0.619], [-4.602, -4.394, 0.678], [-5.226, -5.237, 1.591], [-4.461, -6.007, 2.457], [-3.075, -5.938, 2.402], [-2.452, -5.097, 1.486], [-1.765, -0.493, 0.682], [-3.465, -0.756, 0.639], [-1.660, -2.479, 2.403], [-3.387, -2.312, 2.494], [-2.665, -0.860, 4.272], [-2.954, 0.235, 2.932], [0.499, 2.093, 5.951], [0.489, 1.924, 8.408], [-0.432, -0.090, 9.509], [-1.320, -1.949, 8.134], [-1.325, -1.791, 5.693], [-0.285, -3.055, 3.803], [1.488, -4.692, 4.148], [3.868, -3.990, 4.157], [4.443, -1.601, 3.828], [2.665, 0.052, 3.445], [0.158, -1.976, 1.136], [2.601, -2.422, 1.102], [3.488, -4.279, -0.241], [1.950, -5.652, -1.626], [-0.456, -5.118, -1.699], [-5.211, -3.796, 0.003], [-6.309, -5.294, 1.625], [-4.944, -6.669, 3.166], [-2.475, -6.539, 3.077], [-1.370, -5.062, 1.446], [6.030, -6.316, -0.851], [6.816, -5.157, -1.086], [6.311, -4.214, -1.907], [5.033, -4.258, -2.457], [4.589, -3.216, -3.262], [5.434, -2.160, -3.578], [6.734, -2.158, -3.069], [7.159, -3.151, -2.215], [5.130, -1.145, -4.543], [3.990, -0.685, -4.702], [2.917, -0.836, -3.771], [1.690, -1.203, -4.254], [0.547, -1.240, -3.439], [0.610, -0.830, -2.134], [-0.451, -0.791, -1.313], [1.865, -0.409, -1.614], [1.864, 0.021, -0.300], [3.002, 0.459, 0.197], [4.189, 0.539, -0.543], [4.203, 0.121, -1.842], [3.025, -0.403, -2.419], [6.613, -6.946, -0.189], [5.830, -6.851, -1.780], [5.084, -6.066, -0.365], [4.380, -5.100, -2.275], [3.596, -3.265, -3.692], [7.399, -1.350, -3.353], [8.157, -3.145, -1.795], [1.623, -1.490, -5.298], [-0.410, -1.557, -3.835], [2.987, 0.764, 1.235], [5.081, 0.943, -0.082], [5.109, 0.213, -2.427], [0.895, 3.307, 1.455], [-0.090, 2.925, 0.406], [-0.527, 1.713, 0.098], [-1.454, 1.882, -0.933], [-1.563, 3.193, -1.234], [-0.699, 3.837, -0.376], [1.630, 2.522, 1.592], [0.398, 3.474, 2.411], [1.410, 4.226, 1.173], [-1.952, 1.051, -1.394], [-2.153, 3.714, -1.970], [-0.524, 4.827, -0.349]], "mulliken_spin": [1.793, -0.103, 0.013, -0.010, 0.017, 0.011, -0.002, 0.001, -0.001, 0.001, 0.002, -0.065, 0.028, -0.003, 0.000, 0.000, 0.044, 0.006, 0.029, 0.026, 0.007, 0.014, 0.002, -0.003, 0.003, -0.001, 0.000, 0.000, 0.000, -0.001, 0.074, 0.006, -0.012, 0.003, -0.004, 0.000, 0.000, 0.000, 0.000, 0.000, 0.000, 0.002, 0.000, 0.000, 0.000, 0.002, -0.033, 0.008, 0.001, 0.000, 0.000, 0.000, 0.000, 0.000, 0.000, 0.001, 0.000, 0.000, 0.001, -0.002, 0.003, -0.002, 0.002, -0.001, 0.001, 0.000, 0.007, -0.010, 0.015, -0.037, -0.033, 0.099, -0.073, 0.093, -0.006, 0.043, -0.009, 0.000, 0.000, 0.000, 0.000, 0.001, 0.000, 0.000, 0.000, 0.000, -0.009, 0.000, 0.004, 0.001, 0.029, -0.022, 0.037, -0.004, 0.004, 0.002, 0.005, 0.003, 0.002, 0.000, -0.001]}

{"formula": "CHF3NO2S", "method": "wB97M-V/def2-TZVPD", "e_above_lowest_kj_mol": 614.4, "total_charge": -1, "energy_ha": -941.56998, "e_homo_ev": [-4.1197, -4.3008], "gap_ha": [0.2329, 0.2955], "multiplicity": 1, "elements": ["C", "N", "O", "O", "F", "F", "F", "S", "H"], "coordinates": [[-2.472, 0.269, -0.094], [0.235, 0.045, 0.861], [-1.451, -1.390, 2.009], [-0.548, -2.595, -1.399], [-2.781, 1.474, 0.514], [-1.874, 0.703, -1.266], [-3.565, -0.387, -0.501], [-0.982, -0.905, 0.711], [0.655, 0.487, 0.037]], "nbo_charge": [0.734, -1.145, -0.942, -0.548, -0.359, -0.373, -0.333, 1.589, 0.377]}

{"formula": "C44H96O28S10", "method": "wB97M-V/def2-TZVPD", "energy_ha": -7822.49679, "e_homo_ev": -8.4229, "gap_ha": 0.3062, "multiplicity": 1, "elements": ["C", "C", "C", "O", "C", "O", "O", "H", "H", "H", "H", "H", "H", "C", "C", "C", "O", "C", "O", "O", "H", "H", "H", "H", "H", "H", "C", "C", "C", "O", "C", "O", "O", "H", "H", "H", "H", "H", "H", "C", "C", "C", "O", "C", "O", "O", "H", "H", "H", "H", "H", "H", "C", "C", "C", "O", "C", "O", "O", "H", "H", "H", "H", "H", "H", "C", "C", "C", "O", "C", "O", "O", "H", "H", "H", "H", "H", "H", "C", "S", "O", "C", "H", "H", "H", "H", "H", "H", "C", "S", "O", "C", "H", "H", "H", "H", "H", "H", "C", "S", "O", "C", "H", "H", "H", "H", "H", "H", "C", "S", "O", "C", "H", "H", "H", "H", "H", "H", "C", "S", "O", "C", "H", "H", "H", "H", "H", "H", "C", "S", "O", "C", "H", "H", "H", "H", "H", "H", "C", "S", "O", "C", "H", "H", "H", "H", "H", "H", "C", "S", "O", "C", "H", "H", "H", "H", "H", "H", "C", "S", "O", "C", "H", "H", "H", "H", "H", "H", "C", "S", "O", "C", "H", "H", "H", "H", "H", "H"], "coordinates": [[-0.693, 0.082, -1.051], [-0.707, 0.738, 0.301], [-1.344, -0.086, 1.434], [-0.229, -0.487, 2.229], [0.843, 0.252, 1.892], [1.884, 0.263, 2.476], [0.630, 0.937, 0.768], [-0.023, 0.691, -1.659], [-1.693, 0.033, -1.483], [-0.342, -0.953, -1.008], [-1.211, 1.706, 0.273], [-1.827, -0.961, 0.998], [-2.107, 0.473, 1.974], [-1.931, 5.476, 0.953], [-3.338, 5.871, 0.623], [-3.703, 7.373, 0.612], [-4.288, 7.567, -0.683], [-4.200, 6.469, -1.424], [-4.672, 6.373, -2.514], [-3.564, 5.479, -0.751], [-1.206, 6.128, 0.456], [-1.680, 4.431, 0.808], [-1.786, 5.733, 2.011], [-4.040, 5.367, 1.291], [-2.877, 8.085, 0.605], [-4.408, 7.579, 1.412], [4.554, -5.109, -1.098], [3.043, -5.249, -1.031], [2.385, -5.798, 0.236], [1.532, -4.756, 0.665], [1.643, -3.682, -0.122], [1.004, -2.676, -0.007], [2.442, -3.947, -1.165], [4.861, -4.663, -2.042], [5.040, -6.090, -1.134], [4.932, -4.659, -0.179], [2.762, -5.875, -1.880], [3.057, -6.106, 1.039], [1.778, -6.673, -0.004], [6.306, -0.605, 5.604], [5.888, -0.719, 4.127], [4.661, 0.105, 3.760], [5.160, 1.128, 2.921], [6.455, 0.859, 2.596], [7.029, 1.548, 1.810], [6.916, -0.156, 3.300], [5.423, -0.676, 6.238], [6.841, 0.327, 5.781], [6.966, -1.440, 5.836], [5.829, -1.779, 3.882], [4.123, 0.408, 4.656], [3.995, -0.547, 3.192], [-0.168, -2.893, -3.719], [0.546, -4.045, -4.403], [0.499, -4.167, -5.938], [1.830, -4.421, -6.339], [2.667, -4.093, -5.332], [3.859, -4.101, -5.400], [1.955, -3.825, -4.242], [0.118, -1.937, -4.158], [0.243, -2.881, -2.707], [-1.242, -3.068, -3.699], [0.330, -5.029, -3.975], [0.187, -3.182, -6.314], [-0.243, -4.865, -6.318], [0.276, 0.102, -5.616], [0.926, 1.306, -6.315], [0.206, 2.623, -6.157], [1.215, 3.515, -5.691], [2.371, 2.875, -5.482], [3.375, 3.357, -5.064], [2.221, 1.560, -5.762], [-0.697, -0.117, -6.061], [0.111, 0.312, -4.559], [0.900, -0.774, -5.790], [1.026, 0.984, -7.353], [-0.659, 2.589, -5.495], [-0.165, 3.069, -7.084], [-2.685, -0.314, 4.716], [-1.852, -1.227, 6.034], [-1.158, -2.370, 5.351], [-0.678, 0.144, 6.462], [-1.925, -0.071, 3.973], [-3.121, 0.592, 5.134], [-3.402, -0.988, 4.253], [0.111, -0.316, 7.057], [-1.205, 0.910, 7.028], [-0.187, 0.593, 5.598], [-5.991, -3.076, 2.492], [-5.090, -2.045, 1.315], [-3.841, -1.533, 1.966], [-4.531, -3.313, 0.130], [-5.647, -4.112, 2.502], [-7.078, -3.107, 2.411], [-5.787, -2.695, 3.495], [-4.097, -2.748, -0.699], [-5.267, -3.954, -0.355], [-3.774, -3.937, 0.607], [-1.163, -5.475, 4.491], [-1.445, -5.447, 2.710], [-2.874, -5.893, 2.542], [-1.367, -3.612, 2.673], [-0.169, -5.082, 4.704], [-1.275, -6.504, 4.837], [-1.927, -4.900, 5.011], [-1.513, -3.303, 1.637], [-0.445, -3.186, 3.057], [-2.183, -3.247, 3.290], [2.022, -1.218, 4.827], [2.993, -2.714, 5.154], [2.154, -3.732, 5.885], [2.845, -3.343, 3.432], [0.994, -1.540, 5.021], [2.226, -0.836, 3.828], [2.255, -0.432, 5.548], [3.273, -2.714, 2.649], [1.762, -3.369, 3.315], [3.309, -4.325, 3.402], [1.194, 4.270, 2.736], [0.208, 4.117, 4.269], [-0.703, 5.313, 4.346], [-0.878, 2.759, 3.742], [2.074, 4.858, 2.979], [0.618, 4.693, 1.914], [1.504, 3.273, 2.413], [-0.342, 1.845, 3.489], [-1.568, 3.092, 2.964], [-1.517, 2.580, 4.610], [-5.591, 1.676, 1.560], [-4.491, 2.394, 0.328], [-3.194, 2.561, 1.057], [-4.364, 0.916, -0.741], [-5.254, 0.720, 1.969], [-6.562, 1.497, 1.098], [-5.574, 2.357, 2.410], [-4.058, 0.083, -0.120], [-3.843, 1.126, -1.669], [-5.417, 0.766, -1.001], [3.795, 2.534, -0.959], [3.655, 4.357, -0.808], [2.186, 4.724, -0.672], [4.346, 4.426, 0.849], [3.344, 2.220, -1.898], [3.315, 2.018, -0.126], [4.851, 2.260, -0.920], [4.434, 5.489, 1.085], [5.335, 3.982, 0.956], [3.687, 3.970, 1.585], [3.178, -0.306, -3.825], [4.241, -1.347, -2.730], [5.596, -0.696, -2.848], [3.589, -0.855, -1.106], [3.305, -0.627, -4.860], [3.540, 0.718, -3.756], [2.125, -0.489, -3.609], [3.666, -1.767, -0.509], [2.532, -0.594, -1.100], [4.235, -0.140, -0.602], [-1.832, 4.736, -4.066], [-1.842, 3.430, -2.811], [-1.742, 2.120, -3.587], [-0.165, 3.681, -2.134], [-2.888, 4.979, -4.196], [-1.337, 4.419, -4.977], [-1.361, 5.688, -3.814], [-0.159, 4.739, -1.848], [0.635, 3.607, -2.871], [0.140, 3.195, -1.209], [-5.927, -0.803, -5.174], [-4.902, -0.516, -3.705], [-4.915, -1.777, -2.893], [-3.311, -0.438, -4.625], [-5.836, -0.103, -6.001], [-6.952, -0.910, -4.810], [-5.796, -1.788, -5.638], [-2.613, -0.124, -3.849], [-3.367, 0.312, -5.407], [-3.093, -1.462, -4.924]], "mulliken_charge": [0.459, 1.544, 0.496, 1.479, -0.688, -1.148, 0.178, -0.093, 0.012, -0.641, -1.162, -0.521, -0.045, -0.591, 0.325, -0.410, -0.377, 0.542, -0.555, -0.015, 0.477, -0.402, 0.447, 0.051, 0.293, 0.330, -1.552, 0.530, -0.571, -0.314, -0.141, 0.365, 0.145, 0.301, 0.469, 0.349, 0.252, 0.297, 0.299, -1.474, 0.597, 1.150, -0.262, 0.465, -0.558, -0.382, 0.343, 0.396, 0.352, 0.164, 0.314, -1.030, 0.477, 0.163, -0.400, -0.393, 0.426, -0.550, 0.041, -0.570, -0.583, 0.561, 0.357, 0.133, 0.397, -0.378, 0.041, 0.280, -0.333, 0.607, -0.560, -0.278, 0.312, -0.279, 0.307, 0.283, -0.376, 0.296, 0.495, 0.114, -0.347, -0.585, -0.721, 0.619, -0.221, 0.390, 0.421, -0.118, -1.129, 0.658, -0.563, -0.616, 0.345, 0.378, 0.303, 0.016, 0.501, 0.130, -0.774, 0.540, -0.715, 0.378, 0.147, 0.453, 0.219, -0.296, -0.341, 0.285, 1.078, 0.233, -0.628, -0.389, -0.175, -1.276, 0.758, 0.075, -0.362, 0.718, -0.228, 0.396, -0.675, 0.675, 0.583, 0.044, -0.248, -0.723, -0.170, 0.372, -0.948, 0.443, -0.615, -0.367, -0.005, 0.455, 0.424, -0.049, -0.264, 0.695, -0.103, 0.253, -0.463, -0.564, -0.275, -0.086, 0.654, 0.416, 0.398, -0.202, -1.035, 0.646, -0.765, -0.336, 0.627, 0.389, -0.077, 0.169, -0.239, 0.318, -1.325, 0.895, -0.616, -0.886, 0.483, 0.253, 0.387, 0.547, 0.386, -0.085, -1.154, 0.667, -0.631, -0.743, 0.371, 0.369, 0.351, -0.296, 0.583, 0.454]}